{"formula": "C26H42CsN7O4PS2", "method": "ωB97M-V/def2-TZVPD", "lumo_ev": 1.866, "homo_lumo_gap_ev": 6.91, "total_charge": -1, "elements": ["Cs", "C", "C", "N", "C", "C", "C", "S", "N", "C", "O", "C", "C", "C", "C", "C", "C", "H", "H", "H", "H", "H", "H", "H", "H", "H", "H", "H", "H", "H", "H", "H", "C", "N", "C", "P", "O", "N", "C", "C", "N", "C", "C", "H", "H", "H", "H", "H", "H", "H", "H", "H", "H", "H", "H", "H", "H", "H", "H", "H", "H", "O", "C", "O", "C", "C", "C", "C", "C", "C", "H", "H", "H", "H", "H", "N", "C", "N", "S", "H", "H", "H", "H"], "coordinates": [[-0.506076, 1.965051, 0.855944], [6.271551, 2.426684, 0.888997], [5.345729, 1.261152, 0.561637], [4.275868, 1.072593, 1.533215], [4.473314, 0.062287, 2.563067], [5.146420, 0.594648, 3.825120], [3.173959, 1.865181, 1.516950], [2.926947, 3.021908, 0.280672], [2.343473, 1.810793, 2.553323], [1.679170, 0.949170, 3.276214], [1.089607, -0.089503, 2.877069], [1.532801, 1.332422, 4.732986], [0.922918, 0.442694, 5.609816], [0.806917, 0.752600, 6.957428], [1.292803, 1.961276, 7.436270], [1.895869, 2.857249, 6.562415], [2.017758, 2.543297, 5.217593], [7.051002, 2.509703, 0.128026], [6.754711, 2.294376, 1.858539], [5.704291, 3.356475, 0.901544], [5.907820, 0.326379, 0.524861], [4.892552, 1.413928, -0.417028], [5.070872, -0.733344, 2.116425], [3.517499, -0.390195, 2.814507], [6.157688, 0.946920, 3.617015], [5.209769, -0.192901, 4.579553], [4.573472, 1.421567, 4.245683], [0.545913, -0.489567, 5.210778], [0.333606, 0.052565, 7.635050], [1.198717, 2.206920, 8.487021], [2.269926, 3.804567, 6.930628], [2.483592, 3.228618, 4.521057], [-4.509423, -1.144019, -3.515757], [-3.073785, -1.229409, -3.667755], [-2.592254, -1.007170, -5.016835], [-1.970509, -1.452470, -2.451955], [-1.037513, -0.341061, -2.188198], [-2.877949, -1.811976, -1.108439], [-2.844161, -0.913791, 0.035648], [-3.298054, -3.167153, -0.836049], [-1.142822, -2.806709, -2.957296], [-1.723434, -3.907262, -3.690301], [0.122460, -3.121827, -2.317134], [-4.877087, -0.214950, -3.961841], [-4.776148, -1.140046, -2.462540], [-5.013716, -1.985580, -4.010684], [-2.978993, -0.061120, -5.403804], [-2.909258, -1.812681, -5.692647], [-1.504200, -0.958301, -5.024067], [-2.688179, 0.102345, -0.314376], [-2.058911, -1.197389, 0.750720], [-3.806528, -0.937097, 0.552546], [-3.474755, -3.715427, -1.761358], [-4.237551, -3.155828, -0.276174], [-2.560793, -3.725358, -0.242213], [-2.674463, -3.613446, -4.130602], [-1.894131, -4.782545, -3.048552], [-1.050736, -4.216968, -4.497154], [0.533277, -2.233558, -1.841177], [0.846489, -3.469734, -3.060069], [0.007625, -3.914773, -1.568801], [-3.818219, 4.398636, -0.106289], [-3.596432, 3.280155, -0.590080], [-3.252340, 2.224740, 0.019982], [-3.762632, 3.136910, -2.099995], [-4.880209, 3.677757, -2.728473], [-5.066314, 3.528111, -4.095469], [-4.112948, 2.863273, -4.858391], [-2.982232, 2.346599, -4.239558], [-2.815654, 2.469865, -2.867236], [-5.593504, 4.226493, -2.125935], [-5.947724, 3.943166, -4.571012], [-4.248241, 2.757483, -5.929027], [-2.222025, 1.839594, -4.821820], [-1.950286, 2.025886, -2.396324], [1.808299, -2.447941, 1.394580], [2.482791, -2.893602, 0.312890], [2.360651, -4.236114, 0.086555], [3.374987, -1.910701, -0.682467], [1.029503, -2.990913, 1.731672], [1.763552, -1.447233, 1.612495], [2.149209, -4.835976, 0.867277], [2.984814, -4.606397, -0.608885]], "forces_ev_per_angstrom": [[0.1246, -0.0513, -0.1588], [0.0094, -0.0050, 0.0136], [-0.0165, -0.0618, -0.0988], [0.0100, -0.0442, -0.0866], [-0.0015, 0.0288, 0.0214], [0.0042, -0.0035, 0.0096], [-0.2067, 0.0433, -0.0090], [-0.0967, -0.0831, 0.0332], [0.2717, 0.1523, 0.3467], [-0.2134, 0.0497, -0.1401], [0.2093, -0.0538, -0.1509], [-0.1087, -0.0423, -0.0091], [0.0007, -0.0039, -0.0055], [0.0002, 0.0008, -0.0021], [-0.0015, -0.0003, -0.0022], [-0.0022, 0.0011, 0.0066], [0.0076, -0.0018, -0.0065], [-0.0054, -0.0026, -0.0035], [0.0076, -0.0035, -0.0052], [-0.0003, -0.0042, 0.0046], [-0.0091, -0.0062, -0.0100], [0.0052, 0.0058, 0.0108], [0.0205, -0.0076, 0.0031], [-0.0088, -0.0228, -0.0035], [-0.0043, -0.0032, -0.0017], [-0.0028, 0.0007, -0.0037], [-0.0078, -0.0045, -0.0114], [-0.0020, -0.0002, 0.0036], [-0.0007, -0.0013, -0.0017], [0.0011, 0.0009, -0.0006], [-0.0001, -0.0005, -0.0006], [-0.0028, 0.0007, 0.0000], [-0.0366, 0.1107, 0.0182], [0.0468, -0.1450, 0.0023], [0.0057, -0.0179, -0.0295], [-0.0945, 0.1262, -0.0251], [0.0803, 0.0824, 0.0691], [0.0719, -0.0927, -0.0285], [0.0101, -0.0437, -0.0522], [-0.0603, -0.0006, 0.0043], [-0.0203, -0.0395, -0.0398], [0.0122, 0.0085, 0.0043], [0.0464, 0.0188, 0.0161], [0.0026, 0.0176, 0.0204], [-0.0040, -0.0249, -0.0009], [0.0115, 0.0033, -0.0058], [-0.0176, -0.0823, -0.0143], [-0.0002, 0.0005, 0.0080], [0.0043, -0.0043, -0.0029], [-0.0696, 0.0772, 0.1258], [-0.0092, 0.0099, -0.0014], [-0.0108, -0.0008, -0.0160], [-0.0043, 0.0123, 0.0214], [-0.0005, 0.0025, 0.0003], [0.0044, -0.0009, -0.0049], [-0.0096, -0.0007, 0.0043], [0.0108, -0.0068, -0.0074], [-0.0024, 0.0005, -0.0053], [-0.0072, -0.0169, -0.0208], [-0.0030, 0.0270, -0.0109], [-0.0036, -0.0110, 0.0345], [-0.0063, -0.0191, -0.0126], [-0.1065, -0.0324, 0.1358], [0.2171, 0.0792, -0.1018], [-0.0668, -0.0057, 0.0243], [0.0226, 0.0496, -0.0130], [0.0107, 0.0005, 0.0070], [-0.0060, 0.0023, -0.0102], [0.0376, 0.0479, -0.0242], [-0.0759, -0.0602, -0.0170], [-0.0008, -0.0066, -0.0034], [-0.0020, -0.0098, 0.0020], [0.0052, 0.0036, 0.0030], [0.0084, 0.0712, 0.0181], [0.0255, -0.0806, 0.0521], [-0.0084, 0.1855, -0.2109], [-0.1803, 0.2399, 0.3673], [-0.0043, -0.0978, -0.0646], [0.1691, 0.0107, -0.0392], [0.0609, -0.0138, 0.1140], [-0.0401, -0.2578, -0.0343], [0.0083, -0.0022, 0.0035], [-0.0023, 0.0095, -0.0009]], "lowdin_charge": [0.987, -0.093, -0.274, -0.121, -0.207, -0.058, -0.837, 0.500, 0.048, -0.581, -0.112, -0.137, -0.027, -0.091, -0.104, -0.088, -0.035, 0.070, 0.056, 0.043, 0.106, 0.075, 0.108, 0.092, 0.059, 0.074, 0.065, 0.109, 0.096, 0.094, 0.097, 0.114, -0.096, -0.302, -0.119, 0.510, -0.280, -0.308, -0.112, -0.114, -0.300, -0.134, -0.116, 0.080, 0.077, 0.078, 0.060, 0.078, 0.087, 0.017, 0.082, 0.089, 0.062, 0.083, 0.083, 0.066, 0.076, 0.084, 0.052, 0.085, 0.070, -0.018, -0.704, -0.247, -0.130, -0.036, -0.104, -0.119, -0.108, -0.027, 0.111, 0.090, 0.090, 0.091, 0.090, 0.097, -1.014, 0.057, 0.592, 0.100, 0.054, 0.091, 0.076]}

{"formula": "H3NOP2", "method": "ωB97M-V/def2-TZVPD", "smiles": "O=N[PH]#[PH2]", "lumo_ev": [-0.506, -0.506], "homo_lumo_gap_ev": [8.30, 8.30], "elements": ["O", "N", "P", "P", "H", "H", "H"], "coordinates": [[1.175865, -2.030611, -0.903504], [0.109780, -1.537066, -0.641953], [-0.100953, 0.150923, -0.855996], [-0.435970, 0.529138, 1.263019], [1.353957, 0.320279, -1.053436], [-0.347831, 1.912872, 0.947947], [-1.754849, 0.654466, 1.243924]], "forces_ev_per_angstrom": [[-0.0247, 0.1305, -0.2056], [-0.2883, -1.8576, 0.4985], [0.8864, 0.8486, -1.4064], [2.5666, 0.3906, 0.7413], [-0.9855, 0.5553, 0.5425], [0.2592, 0.0155, 0.2180], [-2.4137, -0.0828, -0.3883]], "lowdin_charge": [-0.137, -0.474, 0.534, 0.505, -0.060, -0.154, -0.214]}

{"formula": "C2H4N2O2", "method": "ωB97M-V/def2-TZVPD", "smiles": "[H]/N=C(/N)C(=O)O", "lumo_ev": -0.076, "homo_lumo_gap_ev": 9.40, "elements": ["H", "N", "C", "N", "C", "O", "O", "H", "H", "H"], "coordinates": [[0.283347, -1.601161, 0.765505], [-0.582698, -1.277548, 0.081733], [-0.354130, -0.119934, -0.032111], [-1.450716, 0.804963, -0.117675], [1.039220, 0.394333, -0.036299], [1.257032, 1.653593, 0.088421], [1.929978, -0.599901, -0.075055], [-2.464420, 0.215066, -0.214758], [-1.312373, 1.776661, 0.187313], [1.654757, -1.246070, -0.647075]], "forces_ev_per_angstrom": [[-2.4813, -0.2079, -2.9490], [1.1239, -8.6896, 3.8346], [-2.1629, 8.4267, -0.5068], [-1.2238, -2.7699, -1.0291], [0.3072, 6.1194, 1.1505], [-0.0980, -5.8378, -0.5590], [2.3071, 3.9114, 1.9663], [3.9614, 2.8118, 0.7969], [-0.4191, -0.9039, -0.5673], [-1.3146, -2.8602, -2.1372]], "lowdin_charge": [0.166, 0.121, -0.529, 0.075, -0.385, 0.072, 0.133, 0.193, 0.086, 0.068]}

{"formula": "C4H10N2", "method": "ωB97M-V/def2-TZVPD", "smiles": "C=NC.C=NC", "lumo_ev": 0.803, "homo_lumo_gap_ev": 9.79, "elements": ["C", "N", "C", "H", "H", "H", "H", "H", "C", "N", "C", "H", "H", "H", "H", "H"], "coordinates": [[-1.915993, 1.989258, 1.173057], [-0.712164, 2.411517, 1.336067], [-0.019957, 1.792466, 2.616054], [-2.213367, 1.915368, 0.152079], [-2.515436, 1.565425, 2.026513], [-0.754412, 1.074869, 3.234051], [0.387737, 2.642696, 3.063172], [0.889675, 1.162787, 2.359801], [2.170840, -1.612116, -2.062189], [1.187428, -2.080814, -2.681410], [-0.168411, -2.059143, -2.112597], [3.178930, -2.014986, -2.111349], [1.965489, -0.749874, -1.346730], [-0.733175, -2.994957, -1.944877], [-0.754417, -1.406664, -2.667595], [0.007233, -1.635832, -1.034047]], "forces_ev_per_angstrom": [[1.8533, -0.0364, 1.3774], [0.1871, -3.1106, 1.3955], [-1.8578, -1.3069, -1.4578], [-1.1733, 0.7457, -0.5418], [0.4510, -0.0494, -0.9860], [1.5284, 1.9924, -1.0744], [0.3640, 1.0822, 1.6859], [-1.3479, 0.6725, -0.4057], [-1.3366, 1.5379, 1.2349], [-0.1910, -3.1342, -0.2001], [2.0944, 1.4093, 3.1185], [0.1494, 0.4840, -0.9077], [0.5199, -1.1044, 0.0393], [1.0574, -0.0080, -0.7088], [-1.3508, 1.2112, -0.9750], [-0.9477, -0.3855, -1.5940]], "lowdin_charge": [-0.111, -0.078, -0.124, 0.047, 0.073, 0.101, 0.017, 0.074, -0.101, -0.108, -0.137, 0.063, 0.082, 0.078, 0.035, 0.088]}

{"formula": "C4H9FN2S", "method": "ωB97M-V/def2-TZVPD", "smiles": "FCN1CSCCN1", "lumo_ev": 0.958, "homo_lumo_gap_ev": 8.93, "elements": ["F", "C", "N", "C", "S", "C", "C", "N", "H", "H", "H", "H", "H", "H", "H", "H", "H"], "coordinates": [[2.911509, 0.809358, 0.298615], [2.144449, -0.241974, -0.159613], [0.770065, 0.089646, 0.106068], [0.357158, 1.277410, -0.595808], [-1.226886, 1.863577, 0.097412], [-2.188782, 0.280252, 0.006781], [-1.433299, -0.846041, 0.647805], [-0.070372, -1.091672, 0.092012], [2.556446, -0.541141, -1.238397], [2.559447, -1.038312, 0.374853], [1.163868, 2.124828, -0.406465], [0.223217, 1.056050, -1.655905], [-2.215079, 0.215371, -1.131720], [-3.061516, 0.316894, 0.582205], [-1.228586, -0.576502, 1.809458], [-1.759252, -1.892371, 0.632676], [0.497612, -1.805381, 0.540027]], "forces_ev_per_angstrom": [[0.2692, 0.6705, -0.3389], [0.8773, 0.3385, -1.9402], [1.6830, -0.4291, 1.0383], [0.2244, 0.5837, 0.4275], [-0.0875, 0.0707, 0.6394], [2.7333, -0.0911, -2.5054], [3.7817, -0.7880, 3.2281], [-0.2317, 1.3374, -2.0038], [-1.4396, 1.2657, 1.3122], [-0.4828, -1.8138, 1.3901], [-1.8360, -1.8753, -0.4852], [0.0523, 0.2832, -0.3547], [-0.9394, -0.7053, 1.5635], [-1.7398, 0.7736, 0.0765], [-0.9786, -0.3200, -2.2594], [-1.1965, 0.5582, -0.1609], [-0.6893, 0.1411, 0.3728]], "lowdin_charge": [-0.045, -0.248, -0.231, -0.483, 0.825, -0.458, -0.285, -0.050, 0.160, 0.092, 0.133, 0.077, 0.092, 0.052, 0.150, 0.111, 0.109]}

{"formula": "C2H5N2O2S", "method": "ωB97M-V/def2-TZVPD", "lumo_ev": 4.065, "homo_lumo_gap_ev": 8.69, "total_charge": -1, "elements": ["C", "C", "N", "N", "O", "O", "S", "H", "H", "H", "H", "H"], "coordinates": [[-1.560814, -0.694523, -0.480581], [-0.162392, -1.125719, -0.275647], [-0.834563, -0.884796, 0.776764], [0.132119, 1.339343, 1.147436], [1.328974, 2.187409, -0.909017], [2.445316, 0.313073, 0.492507], [1.190716, 1.085200, 0.041069], [-1.650023, 0.359071, -0.806118], [-2.359111, -1.369461, -0.652955], [0.671608, -1.888853, -0.565284], [0.506242, 0.041851, -0.647373], [0.291929, 0.637405, 1.879199]], "forces_ev_per_angstrom": [[1.2123, 1.2342, -0.3521], [0.3042, -3.1752, -0.9405], [-0.0379, -0.8828, 1.0384], [1.1664, 0.5166, 0.0758], [0.2540, -0.4647, 0.2656], [-2.5184, 1.8601, -1.2272], [1.8128, -0.6239, 1.9445], [-0.3628, -0.5062, 0.0902], [-0.7524, -0.5077, -0.4097], [-1.6258, 1.5763, 0.6211], [0.6808, 0.4773, -0.7817], [-0.1331, 0.4960, -0.3244]], "lowdin_charge": [-0.191, -0.379, -0.010, -0.256, -0.436, -0.478, 0.491, 0.085, 0.053, 0.152, -0.021, -0.009]}